Below is C22H27N6O3PbS4 as an isolated structure, with properties calculated with ωB97M-V/def2-TZVPD.

- Kohn-Sham gap (alpha / beta) (Ha) = 0.2252 / 0.1905
- ΔE to the lowest compared entry with this formula, charge and spin (eV) = 2.370
- total charge = +1
- E_LUMO (alpha / beta) (eV) = -4.67 / -5.49

Atoms and positions in Å:
Pb -0.78613 0.60912 0.56951
S -1.12517 3.18485 0.46731
S 0.61802 -2.48439 0.62642
S -1.90995 2.59827 -1.43606
S 4.27937 0.42049 -0.14221
O -3.29680 2.26827 -1.17008
O -1.11620 1.36400 -1.73937
O -1.64392 3.67170 -2.34797
N -3.27089 0.42653 1.07182
N 0.83872 -1.66044 -0.90816
N 1.69957 1.13452 -0.38413
N 1.26778 0.23999 2.04356
N -1.91707 -1.57843 -0.60187
N -1.29632 -0.88562 2.65401
C -3.49795 0.30380 2.51143
C -3.98932 -0.49170 0.17382
C -3.25423 -1.80272 -0.08274
C -1.47127 -2.10194 -1.66074
C 1.72930 -1.25135 -3.47453
C -2.25073 -2.93814 -2.64018
C 0.41360 -1.62879 -3.24615
C 2.75702 4.12881 -2.19046
C 4.69965 2.83554 -1.47742
C 4.15067 3.95073 -2.10147
C 2.41763 2.08343 -0.97756
C 2.50819 -0.87989 -2.40006
C 2.22866 -0.37439 1.48803
C 2.49234 -0.02313 0.01150
C 2.00774 -0.99535 -1.11660
C 3.21635 -1.25574 2.19890
C 3.84033 1.90274 -0.93303
C 1.88986 3.22443 -1.64309
C -0.02955 -1.81384 -1.96026
C 0.90082 0.05304 3.43949
C -2.66407 -0.80034 3.18891
C -0.16629 -1.04066 3.59433
H -4.55493 0.12682 2.72542
H -3.16857 -1.76354 3.09833
H -0.52640 -1.00237 4.62197
H -3.12665 -2.34505 0.86319
H 3.80918 -1.83179 1.48980
H -0.27149 -1.76713 -4.07151
H -3.87983 -2.41991 -0.72598
H 1.75453 -0.19938 4.07294
H -4.11650 0.03720 -0.76830
H -1.59234 -3.57228 -3.22857
H -2.61805 -0.56893 4.25080
H -1.23990 -1.64464 1.97607
H -3.50039 1.37008 0.76108
H 2.11240 -1.17314 -4.48416
H 3.89091 -0.63981 2.80006
H 5.77300 2.70044 -1.42163
H -2.80386 -2.28365 -3.32012
H 3.48609 -0.44457 -2.55052
H 2.36267 4.99474 -2.70791
H -4.97915 -0.73529 0.57015
H -2.97089 -3.57612 -2.13366
H 4.80940 4.69153 -2.53769
H 0.82216 3.35815 -1.72679
H 0.48919 1.00312 3.78776
H 2.70303 -1.95367 2.85692
H 0.29204 -2.01834 3.44638
H -3.22546 1.26412 2.95112

Force components x, y, z for each atom (eV/Å):
Pb 0.1 0.2 0.1
S 0.0 -0.2 0.0
S 0.1 -0.3 -0.3
S -0.2 -0.1 -0.4
S -0.1 0.0 0.0
O 0.1 0.1 0.0
O -0.1 0.1 0.2
O 0.1 0.0 0.2
N -0.2 0.0 -0.3
N -0.2 0.2 -0.3
N 0.2 -0.2 -0.1
N -0.1 0.2 0.1
N -0.3 0.4 0.2
N -0.1 0.0 0.0
C 0.2 0.0 0.0
C 0.1 0.0 0.1
C 0.1 0.0 0.1
C 0.2 -0.3 0.0
C 0.0 -0.1 -0.1
C 0.1 0.0 0.0
C 0.0 0.1 -0.2
C 0.1 0.1 0.0
C 0.0 0.0 0.0
C 0.0 0.0 0.0
C 0.1 -0.3 0.2
C 0.1 0.1 0.0
C 0.1 0.0 0.1
C -0.1 0.1 -0.3
C -0.1 0.1 0.5
C 0.0 0.0 -0.1
C 0.0 0.1 -0.1
C -0.1 -0.1 0.1
C 0.0 0.0 0.3
C -0.1 -0.1 -0.2
C 0.1 0.1 -0.1
C -0.1 0.1 0.0
H -0.1 0.0 0.1
H 0.0 -0.1 0.0
H -0.1 0.0 0.0
H 0.0 0.0 -0.1
H 0.0 0.0 0.0
H 0.0 0.0 0.1
H 0.0 0.0 -0.1
H 0.0 0.0 0.0
H 0.0 0.0 0.0
H 0.0 0.0 0.0
H 0.0 0.0 0.1
H 0.1 0.1 0.1
H 0.0 0.0 0.0
H 0.0 0.0 0.1
H 0.0 0.0 0.0
H -0.1 0.0 0.0
H 0.0 0.0 0.0
H 0.0 0.0 0.0
H 0.0 0.0 0.0
H 0.0 0.0 0.0
H 0.0 0.0 0.0
H 0.0 0.0 0.0
H 0.0 0.0 0.0
H 0.0 0.0 0.0
H 0.0 0.0 0.0
H 0.0 0.0 0.0
H 0.0 0.0 0.0

Below is C41H35BrMnNO5PS2 as an isolated structure, with properties calculated with ωB97M-V/def2-TZVPD.

- 2S+1 = 4
- Kohn-Sham gap (alpha / beta) (Ha) = 0.2072 / 0.2108
- ΔE to the lowest compared entry with this formula, charge and spin (eV) = 0.548
- total charge = +2
- E_LUMO (alpha / beta) (eV) = -7.69 / -7.61

Atoms and positions in Å:
Br 1.49309 2.58118 3.33469
Mn 0.69785 1.45911 -0.43138
S -0.38757 4.10107 -1.97122
S -0.87157 -1.83145 -1.44678
P -0.37365 -1.42125 1.71202
O -0.81867 2.46129 -1.77332
O -0.36126 -0.31753 -1.78708
O -0.17387 2.68545 0.73325
O 2.03296 0.81188 -1.53950
O 4.19012 0.25272 -1.78892
N 2.37001 1.20075 0.98838
C -1.30003 -0.18735 2.64032
C -4.76152 -2.65521 -1.75869
C -5.36520 -1.68597 -0.96846
C 3.30158 3.53219 -3.49066
C -1.31222 1.14287 2.18164
C 1.31909 -1.30388 1.98608
C 4.90627 1.11219 2.14589
C 4.59461 0.09893 1.07632
C 2.38778 1.11524 2.46985
C -0.16239 -3.86845 3.02214
C -2.61786 -4.77949 2.06545
C 1.88586 4.30097 -5.29058
C -2.06670 -0.52333 3.74764
C -4.59204 -0.71108 -0.34200
C -2.81335 0.45876 4.39598
C -3.21486 -0.71965 -0.49075
C 4.24027 -1.16438 1.94590
C 3.36044 0.65589 0.38983
C -0.91696 -3.07347 2.15050
C 3.50659 -0.59247 3.16915
C 3.24800 0.56099 -1.12006
C 2.23435 3.64572 -2.61100
C -1.72942 1.59668 -3.94360
C -2.81552 1.77276 3.94279
C -0.63872 -5.11414 3.40472
C -1.86307 -5.56893 2.92667
C 1.99421 -0.33337 2.92365
C -2.05636 2.11943 2.83914
C 3.12117 3.85906 -4.83006
C 3.82266 0.93203 3.12361
C 2.10041 -2.21018 1.19218
C 0.97946 4.04559 -3.07429
C -0.50543 1.54798 1.04134
C -2.61466 -1.68492 -1.29832
C 3.45383 -2.18532 1.18513
C 0.80916 4.38599 -4.41811
C -2.02283 2.08751 -2.54377
C -2.14729 -3.53434 1.66955
C -0.03751 -0.13598 -3.23871
C -3.38174 -2.65076 -1.93989
C -1.27701 0.14658 -4.04142
H 3.99292 -2.89468 0.55670
H -2.08574 -0.52535 -3.73334
H 5.34556 -0.08549 0.31624
H 1.43624 -0.27815 3.85216
H -2.64756 2.97149 -2.58078
H -2.90657 -3.39145 -2.57538
H -3.40196 0.19067 5.26722
H 4.27292 3.20749 -3.13677
H -6.44090 -1.68587 -0.84181
H 1.58331 -2.94026 0.57341
H -2.23235 -6.54338 3.23145
H 0.48724 -1.02382 -3.57727
H 3.73846 -1.11829 4.09255
H -2.64145 1.72481 -4.52898
H -0.16116 4.72091 -4.76891
H 3.90964 1.46386 4.06358
H -3.40688 2.52414 4.45236
H -2.74518 -2.92470 1.00427
H -1.05433 -0.09912 -5.08227
H 0.65417 0.69103 -3.26915
H -2.07886 -1.54535 4.11177
H 2.37605 3.46362 -1.55849
H -2.60713 0.02120 0.00999
H 1.76110 4.57649 -6.33322
H 3.95685 3.78348 -5.51907
H 5.19992 -1.56667 2.25541
H 0.78803 -3.52177 3.40930
H -5.36550 -3.40758 -2.25299
H 5.66368 1.88297 2.11544
H -2.53162 1.33324 -1.95533
H -3.57437 -5.13354 1.69726
H -2.03818 3.14209 2.47326
H -0.05489 -5.72778 4.08318
H -5.06643 0.04745 0.27227
H -0.97550 2.25041 -4.38927

Force components x, y, z for each atom (eV/Å):
Br -0.1 0.1 0.0
Mn 0.3 -0.1 0.3
S 0.2 0.0 0.2
S 0.1 -0.4 0.4
P 0.4 0.1 0.6
O 0.1 -0.1 -0.4
O 0.4 0.6 -0.6
O -0.6 0.0 0.4
O 0.5 -0.2 -0.5
O 0.3 -0.1 -0.2
N -0.5 -0.2 0.5
C -0.1 0.0 -0.2
C 0.0 0.0 0.0
C 0.0 0.0 0.0
C -0.1 0.0 0.0
C 0.1 0.0 -0.2
C -0.3 0.0 -0.1
C -0.1 -0.3 -0.1
C -0.2 0.5 0.3
C 0.1 0.2 -0.4
C 0.0 0.0 0.0
C 0.0 0.1 0.0
C -0.1 0.0 0.0
C 0.0 0.0 0.1
C 0.0 0.0 0.0
C 0.0 -0.1 0.1
C -0.1 -0.1 -0.1
C -0.3 0.0 -0.3
C 0.4 -0.2 0.1
C -0.2 -0.2 -0.2
C -0.1 0.0 0.1
C -0.7 0.1 0.0
C 0.0 0.2 -0.3
C 0.1 0.0 -0.1
C 0.0 0.0 0.0
C 0.0 0.0 0.0
C 0.0 0.0 0.0
C 0.2 0.0 -0.5
C -0.1 0.2 0.0
C 0.1 0.0 0.0
C 0.2 -0.1 -0.4
C 0.4 -0.2 0.1
C 0.1 -0.3 -0.2
C -0.1 0.2 0.3
C -0.1 0.0 -0.1
C -0.1 0.1 0.0
C 0.0 0.0 0.0
C 0.2 -0.1 0.1
C 0.0 -0.1 0.1
C -0.2 -0.1 0.3
C -0.2 0.0 0.0
C -0.2 0.0 0.0
H -0.1 0.2 0.1
H 0.1 0.0 -0.1
H 0.1 0.0 0.0
H -0.1 0.0 0.1
H 0.0 0.2 0.1
H 0.0 0.1 0.0
H 0.1 0.0 -0.1
H -0.1 0.0 0.0
H 0.1 0.0 0.0
H 0.0 0.1 0.1
H 0.0 0.1 0.0
H 0.0 -0.2 0.1
H 0.0 -0.1 -0.1
H 0.0 0.0 0.0
H 0.1 0.0 0.0
H -0.1 0.0 0.0
H 0.0 -0.1 0.0
H 0.0 0.0 0.0
H 0.0 0.0 0.0
H 0.2 0.2 0.0
H 0.0 0.1 0.0
H 0.0 0.0 0.2
H 0.0 0.1 0.0
H 0.0 0.0 0.1
H -0.1 0.0 0.1
H 0.1 -0.2 0.0
H 0.0 0.0 0.0
H 0.0 0.1 0.0
H -0.1 -0.1 0.0
H 0.0 -0.1 0.2
H 0.1 0.0 0.0
H 0.0 -0.1 0.1
H -0.1 0.1 -0.1
H 0.0 -0.1 -0.1
H 0.0 0.0 0.0

Below is a 3-piece molecular cluster, CH7BrN3 overall, with properties calculated with ωB97M-V/def2-TZVPD.

- Kohn-Sham gap (alpha / beta) (Ha) = 0.2282 / 0.2286
- ΔE to the lowest compared entry with this formula, charge and spin (eV) = 3.979
- total charge = +1
- E_LUMO (alpha / beta) (eV) = -7.96 / -7.96

Atoms and positions in Å:
Br 1.53313 -2.05060 1.38101
N -1.46342 -1.63661 0.42141
N 0.27020 0.23002 -0.00125
N 0.83659 2.34731 -0.75592
C 1.03235 1.12326 -0.23520
H 1.52960 2.90582 -1.26347
H -1.22096 -2.35540 -0.31141
H 2.06526 0.79813 -0.22155
H -0.71807 -0.71455 0.33149
H -1.55394 -2.13976 1.29786
H -0.03312 2.55748 -1.15224
H -2.27761 -1.06512 0.50926

Force components x, y, z for each atom (eV/Å):
Br -0.7 1.6 -1.0
N 1.5 0.4 0.4
N -2.7 -4.6 2.3
N 0.6 0.7 -0.2
C 4.1 3.3 -2.3
H 0.4 -0.9 0.8
H -1.3 1.4 0.5
H 0.8 0.2 0.5
H -0.3 -1.9 0.4
H 1.1 -0.1 0.4
H -1.8 0.1 -0.2
H -1.7 -0.3 -1.6